1.
Density functional theory data (ωB97M-V with the def2-TZVPD basis set) for 3 unconnected molecules or ions with the total composition C6H13N at a distorted geometry.

```
20
C6H13N, DFT ωB97M-V with the def2-TZVPD basis set
C 0.51 1.18 -0.99
C 0.06 -0.24 -1.33
C 1.03 0.09 -0.15
C -1.19 -1.27 2.54
C -1.28 -2.05 1.44
C -0.42 -2.37 0.35
N 1.12 1.90 -2.02
H 0.51 4.66 -1.36
H -0.25 1.77 -0.46
H 0.37 -0.39 -2.35
H -1.00 -0.39 -1.18
H 0.75 0.27 0.88
H 1.99 -0.39 -0.27
H 0.52 4.55 -0.64
H -0.42 -0.52 2.67
H -1.92 -1.39 3.32
H -2.26 -2.51 1.33
H -0.82 -2.72 -0.59
H 0.64 -2.29 0.48
H 2.06 2.12 -1.68
```

Kohn-Sham gap = 3.7 eV
M = 99.18 Da
relative energy (zero: lowest compared OMol25 entry of this formula, charge and spin) = 8.873 eV

Here are the natural (NBO) charges for atoms 1 to 8, given in e:
1. C -0.09
2. C -0.41
3. C -0.44
4. C -0.30
5. C -0.31
6. C -0.25
7. N -0.66
8. H 0.02

=====

2.
Density functional theory data (ωB97M-V with the def2-TZVPD basis set) for H2N2O4S in the gas phase at a distorted geometry.

```
9
H2N2O4S, DFT ωB97M-V with the def2-TZVPD basis set
N 1.20 -0.01 0.58
N -1.09 -0.55 -0.42
O -0.69 -1.46 -1.11
O -1.86 -0.68 0.47
O -0.39 1.85 0.76
O 0.37 1.16 -1.51
S 0.08 0.90 -0.16
H 1.55 -0.73 -0.03
H 0.82 -0.50 1.42
```

Kohn-Sham gap (spin up / spin down) = 8.5 / 7.0 eV
M = 126.09 Da
relative energy (zero: lowest compared OMol25 entry of this formula, charge and spin) = 1.180 eV
2S+1 = 3

Here are the natural (NBO) charges for atoms 1 to 8, given in e:
1. N -1.05
2. N 0.10
3. O -0.43
4. O -0.09
5. O -0.85
6. O -0.83
7. S 2.32
8. H 0.42

=====

3.
Density functional theory data (ωB97M-V with the def2-TZVPD basis set) for a molecular structure, C34H41GeN4O2SSeSiTa.

```
86
C34H41GeN4O2SSeSiTa, DFT ωB97M-V with the def2-TZVPD basis set
Ta -0.55 -1.91 -1.51
C -5.07 -4.64 -4.34
C -3.71 -4.13 -4.80
N -2.65 -4.41 -3.82
C -2.44 -3.66 -2.76
S -1.10 -4.22 -1.65
N -3.15 -2.58 -2.53
N -2.65 -1.90 -1.44
C -3.41 -1.51 -0.47
C -4.89 -1.54 -0.53
C -2.65 -1.22 0.75
C -3.24 -0.81 1.93
C -2.47 -0.77 3.09
C -1.15 -1.12 3.01
C -0.61 -1.49 1.78
N -1.33 -1.54 0.67
H -5.82 -4.41 -5.10
H -5.37 -4.16 -3.41
H -5.06 -5.72 -4.19
H -3.73 -3.06 -4.96
H -3.41 -4.61 -5.73
H -2.16 -5.29 -3.89
H -5.23 -1.72 -1.54
H -5.29 -0.59 -0.16
H -5.27 -2.32 0.13
H -4.29 -0.56 1.95
H -2.92 -0.46 4.03
H -0.51 -1.13 3.88
H 0.44 -1.75 1.71
C 0.70 1.48 -5.53
Si 0.86 -0.35 -5.74
C 2.56 -1.04 -5.58
C -0.19 -1.10 -7.06
Se -0.25 -1.23 -3.73
H 1.15 1.96 -6.40
H 1.22 1.83 -4.65
H -0.34 1.79 -5.48
H 3.14 -0.75 -6.45
H 2.55 -2.13 -5.54
H 3.07 -0.66 -4.69
H 0.20 -0.78 -8.03
H -1.22 -0.76 -6.99
H -0.16 -2.19 -7.03
O 0.16 0.11 -0.87
C 1.24 -0.43 -0.53
O 1.23 -1.75 -0.57
C 2.49 0.28 -0.19
C 2.33 1.70 0.35
Ge 1.89 1.91 2.27
C 2.62 0.37 3.22
C 1.96 -0.21 4.31
C 2.52 -1.27 5.02
C 3.76 -1.77 4.64
C 4.44 -1.20 3.58
C 3.88 -0.14 2.88
C -0.04 2.09 2.53
C -0.53 2.32 3.82
C -1.88 2.56 4.04
C -2.76 2.60 2.97
C -2.29 2.39 1.68
C -0.94 2.13 1.47
C 2.73 3.53 2.92
C 3.93 3.50 3.62
C 4.53 4.67 4.05
C 3.93 5.89 3.78
C 2.73 5.94 3.09
C 2.13 4.77 2.66
H 3.04 0.28 -1.14
H 3.06 -0.38 0.47
H 1.62 2.26 -0.26
H 3.29 2.21 0.22
H 1.02 0.20 4.64
H 2.00 -1.69 5.87
H 4.20 -2.59 5.19
H 5.42 -1.57 3.30
H 4.45 0.31 2.08
H 0.15 2.36 4.66
H -2.24 2.76 5.04
H -3.81 2.83 3.13
H -2.97 2.46 0.84
H -0.59 1.99 0.45
H 4.40 2.55 3.85
H 5.46 4.63 4.60
H 4.40 6.81 4.12
H 2.26 6.90 2.88
H 1.19 4.82 2.13
```

Kohn-Sham gap = 5.3 eV
M = 930.40 Da
relative energy (zero: lowest compared OMol25 entry of this formula, charge and spin) = 0.882 eV
net charge = +2

Here are the Mulliken charges for atoms 1 to 8, given in e:
1. Ta 0.57
2. C -1.03
3. C -0.40
4. N -0.13
5. C 0.44
6. S -0.44
7. N -0.94
8. N 0.35

=====

4.
Density functional theory data (ωB97M-V with the def2-TZVPD basis set) for a molecular structure, H28NeO14.

```
43
H28NeO14, DFT ωB97M-V with the def2-TZVPD basis set
Ne -0.27 0.31 -0.22
O -3.20 -0.97 0.01
H -3.19 -0.60 0.89
H -2.46 -1.59 0.01
O 1.54 4.27 0.93
H 1.09 3.54 1.36
H 1.96 4.74 1.65
O 0.01 2.29 2.88
H -0.42 2.23 3.74
H 0.36 1.41 2.73
O -0.76 -2.34 0.27
H -0.80 -3.12 0.82
H -0.60 -2.68 -0.61
O -0.19 -1.05 -3.93
H -0.88 -1.02 -4.60
H 0.54 -1.48 -4.37
O 0.91 1.20 -2.35
H 1.73 1.47 -2.77
H 0.56 0.53 -2.93
O 0.33 -0.84 2.66
H 0.96 -1.53 2.84
H 0.21 -0.87 1.71
O 2.81 -2.70 -0.31
H 2.66 -1.80 -0.60
H 2.27 -3.24 -0.88
O 2.93 0.81 1.95
H 2.79 -0.01 2.41
H 3.27 1.40 2.63
O 3.15 0.18 -0.67
H 3.17 0.55 0.21
H 2.34 0.50 -1.05
O -2.45 -1.39 3.41
H -1.56 -1.12 3.17
H -2.68 -0.82 4.14
O -0.27 -3.19 -2.34
H -0.56 -2.39 -2.78
H 0.34 -3.59 -2.96
O -3.36 1.31 -1.54
H -3.25 1.04 -2.45
H -3.11 0.54 -1.03
O -1.90 3.66 -0.90
H -1.92 3.58 0.06
H -2.13 2.79 -1.22
```

Kohn-Sham gap = 9.3 eV
M = 272.39 Da
relative energy (zero: lowest compared OMol25 entry of this formula, charge and spin) = 0.977 eV

Here are the natural (NBO) charges for atoms 1 to 8, given in e:
1. Ne 0.00
2. O -0.98
3. H 0.49
4. H 0.49
5. O -0.94
6. H 0.48
7. H 0.46
8. O -0.96